9
Properties=species:S:1:pos:R:3 method="wB97M-V/def2-TZVPD" energy_ha=-766.0640 spin_multiplicity=1 orbital_gap_ha="0.246 / 0.294" max_force_ev_per_a=2.94 charge=0 de_lowest_kcal_mol=101.7
C 0.8594 -0.9144 1.0415
C 0.0997 -0.2397 0.3909
C -0.8954 0.3994 -0.4671
N -1.9767 0.4737 0.4252
I -3.4238 1.7942 0.0913
I -2.9638 -2.3586 -0.1318
H 1.4349 -1.6354 1.4789
H -1.1060 -0.4418 -1.2780
H -0.6353 1.3470 -0.8371

=====

29
Properties=species:S:1:pos:R:3 method="wB97M-V/def2-TZVPD" energy_ha=-558.4245 spin_multiplicity=1 orbital_gap_ha=0.333 max_force_ev_per_a=3.55 charge=+1 smiles="C[C@H](O)C(c1ccccc1)=[N+](C)C" de_lowest_kcal_mol=70.3
C 2.0377 1.9826 -1.2254
C 1.1794 1.2996 0.0177
O 1.9519 1.3068 1.1398
C 0.4394 -0.1299 0.1128
C -0.9743 -0.0316 0.2957
C -1.6438 0.6550 1.3003
C -3.0223 0.8824 1.1243
C -3.6341 0.5304 -0.1031
C -3.0036 -0.2410 -1.0715
C -1.6885 -0.5259 -0.8773
N 1.0832 -1.2075 0.2211
C 0.4783 -2.3816 0.7967
C 2.4255 -1.4453 -0.2914
H 3.0522 1.6296 -1.1235
H 1.6260 1.8793 -2.2316
H 2.1364 3.0022 -0.9022
H 0.2671 1.9171 0.0929
H 2.0996 2.2425 1.2362
H -1.0995 0.7584 2.3170
H -3.6157 1.3809 1.8935
H -4.6853 0.8254 -0.3742
H -3.6077 -0.7475 -1.8728
H -1.0687 -1.0627 -1.5729
H -0.6276 -2.2956 0.7093
H 0.7147 -3.1529 0.0428
H 0.8422 -2.5520 1.8268
H 2.9870 -2.2824 0.2173
H 2.4645 -1.8233 -1.3605
H 2.8859 -0.4131 -0.3376

=====

18
Properties=species:S:1:pos:R:3 method="wB97M-V/def2-TZVPD" energy_ha=-513.5109 spin_multiplicity=1 orbital_gap_ha=0.381 max_force_ev_per_a=3.77 charge=0 smiles="NCCOC=O.O=CO" de_lowest_kcal_mol=41.8
N 1.0200 1.2907 1.3631
C 0.6717 2.0723 0.1767
C 0.9088 1.3335 -1.1241
O -0.1843 0.4478 -1.3983
C 0.0572 -0.7871 -1.7905
O -0.8466 -1.5372 -2.0776
H 1.9792 0.9524 1.3192
H 0.9296 1.8633 2.1992
H -0.3872 2.3527 0.2500
H 1.2578 3.0039 0.1327
H 0.9763 2.0590 -1.9452
H 1.8444 0.7572 -1.0880
H 1.1203 -1.0899 -1.7743
O 0.3596 -1.4613 1.1073
C -0.1169 -0.5784 1.8281
O -1.3938 -0.1590 1.6597
H 0.1384 -0.5128 2.9046
H -1.6572 -0.3024 0.7276